Entry from the Open Molecules 2025 dataset: C58H62AuN5 as an isolated structure (ωB97M-V with the def2-TZVPD basis set).

Last column: Mulliken charge in e.
Geometry (Å):
Au: -0.271873 -0.077330 1.152961  2.23
C: 2.584114 -1.707132 2.681438  -1.05
C: 3.555392 -0.852746 1.867940  0.26
C: 3.279393 0.643868 2.028942  -0.90
C: 3.681997 -1.235106 0.402252  0.49
C: 4.975775 -1.255500 -0.105201  -0.85
C: 5.257919 -1.568984 -1.425932  -1.65
C: 4.191608 -1.851630 -2.264421  -0.20
C: 2.879553 -1.843169 -1.814035  0.99
C: 1.786592 -2.062614 -2.851578  2.06
C: 1.748482 -0.904968 -3.849401  -1.39
C: 1.929193 -3.393492 -3.594593  -1.84
C: 2.577760 -1.562537 -0.441956  -0.15
N: 1.289799 -1.599759 0.057751  1.03
C: 0.546417 -2.723396 -0.196293  -0.46
C: -0.833331 -2.740165 -0.235050  -0.72
N: -1.616524 -1.655979 0.030977  1.11
C: -2.904444 -1.658682 -0.464392  -0.87
C: -4.036983 -1.574884 0.390200  0.77
C: -5.312583 -1.662323 -0.157364  -0.72
C: -5.532918 -1.814849 -1.519376  -1.55
C: -4.431407 -1.833419 -2.361609  -0.36
C: -3.140593 -1.737418 -1.864011  0.30
C: -1.982211 -1.615323 -2.837794  2.41
C: -2.062174 -0.280034 -3.580858  -1.56
C: -1.890797 -2.787792 -3.812972  -1.77
C: -3.956351 -1.401799 1.898916  0.47
C: -2.969437 -2.324074 2.615601  -1.17
C: -3.729507 0.065987 2.268129  -1.27
C: -1.279656 -4.139335 -0.451439  -0.16
C: -2.483217 -4.788263 -0.561866  0.66
C: -2.486547 -6.202897 -0.755229  -1.15
C: -1.340424 -6.949112 -0.818340  -1.01
C: -0.075694 -6.299977 -0.677816  1.09
C: 1.212540 -6.919683 -0.652968  -0.98
C: 2.321387 -6.144051 -0.441826  -0.98
C: 2.259890 -4.729656 -0.262993  0.49
C: 1.037450 -4.108183 -0.318428  -0.02
C: -0.103711 -4.933804 -0.512314  -0.23
H: 2.601040 -1.386462 3.727605  0.48
H: 2.867786 -2.762463 2.636914  0.41
H: 1.568234 -1.610046 2.302086  -0.41
H: 4.553966 -1.029698 2.290631  0.58
H: 2.291903 0.902558 1.649222  -0.51
H: 4.028799 1.227126 1.484668  0.46
H: 3.312535 0.931073 3.085183  0.55
H: 5.793483 -1.021773 0.572092  0.31
H: 6.278717 -1.583877 -1.790666  0.31
H: 4.383375 -2.076319 -3.309958  0.27
H: 0.835212 -2.069390 -2.329674  -1.28
H: 2.710197 -0.785711 -4.358955  0.34
H: 1.513061 0.028434 -3.341050  0.17
H: 0.980822 -1.075837 -4.610943  0.44
H: 2.869696 -3.433176 -4.154181  0.38
H: 1.112871 -3.520618 -4.310706  0.36
H: 1.910077 -4.235352 -2.904295  0.20
H: -6.162371 -1.630488 0.519796  0.32
H: -6.539289 -1.901683 -1.913018  0.32
H: -4.578755 -1.909226 -3.435321  0.32
H: -1.068776 -1.600901 -2.247913  -1.26
H: -2.980162 -0.215813 -4.174652  0.24
H: -1.209747 -0.155545 -4.254962  0.42
H: -2.056118 0.551157 -2.874904  0.29
H: -2.779539 -2.850913 -4.449305  0.38
H: -1.788584 -3.732211 -3.275556  0.27
H: -1.023131 -2.671178 -4.468845  0.41
H: -4.955897 -1.671325 2.267079  0.54
H: -1.945049 -2.111384 2.317913  -0.24
H: -3.181793 -3.371733 2.385649  0.37
H: -3.056189 -2.181375 3.697703  0.49
H: -2.751011 0.405321 1.926801  -0.15
H: -3.765767 0.201818 3.353492  0.41
H: -4.499048 0.694706 1.811331  0.41
H: -3.426278 -4.258737 -0.513578  0.47
H: -3.445186 -6.702094 -0.854589  0.40
H: -1.388330 -8.023721 -0.961539  0.35
H: 1.304484 -7.992719 -0.784071  0.35
H: 3.296681 -6.619794 -0.411674  0.39
H: 3.175645 -4.173698 -0.105042  0.52
C: -0.833353 7.395062 -0.124570  -1.49
C: 0.316009 7.050829 0.778194  0.94
C: 1.139584 8.033434 1.309771  -0.64
C: 2.199579 7.721920 2.150058  -0.69
C: 2.454403 6.391701 2.448645  -0.89
C: 1.659119 5.388991 1.917952  -0.24
C: 0.574390 5.707265 1.096383  -0.05
N: -0.253667 4.726777 0.545936  0.05
C: -0.362004 3.384008 0.979120  -0.37
N: -0.482223 3.293438 2.336214  -0.02
C: -0.366722 2.243775 3.311705  1.10
C: -0.284852 0.876740 3.006026  -2.59
C: -0.192799 0.035297 4.129357  -0.77
C: -0.191416 0.485959 5.437923  -1.23
C: -0.279997 1.846015 5.690262  -0.86
C: -0.367436 2.740752 4.634612  1.89
C: -0.482330 4.213769 4.948321  -1.48
N: -0.396520 2.420786 0.152387  0.84
C: -0.332966 2.672428 -1.216856  -1.79
C: -1.461110 3.126227 -1.902675  0.25
C: -1.411160 3.372594 -3.268131  -0.75
C: -0.230759 3.163543 -3.962059  -0.93
C: 0.887416 2.694809 -3.280449  -0.09
C: 0.862517 2.435041 -1.916938  0.66
C: 2.048484 1.888065 -1.180520  -0.85
H: -0.965557 8.474973 -0.187226  0.40
H: -1.760763 6.945987 0.238214  0.32
H: -0.680131 7.020138 -1.141186  0.28
H: 0.934407 9.070123 1.064058  0.33
H: 2.820806 8.507320 2.560710  0.37
H: 3.287085 6.123717 3.086795  0.42
H: 1.873473 4.350549 2.132521  0.76
H: -0.519119 4.849153 -0.419548  0.35
H: -0.563004 4.201407 2.753633  0.15
H: -0.123933 -1.033595 3.960389  0.54
H: -0.123505 -0.219246 6.259743  0.37
H: -0.282639 2.224770 6.707849  0.25
H: -0.463266 4.366530 6.027857  0.37
H: -1.420979 4.645551 4.581154  0.34
H: 0.334936 4.803636 4.521595  0.24
H: -2.386419 3.246680 -1.350614  0.43
H: -2.302687 3.704239 -3.787041  0.41
H: -0.183233 3.335829 -5.030305  0.36
H: 1.807323 2.507733 -3.823772  0.36
H: 2.896420 1.732339 -1.848594  0.42
H: 1.790934 0.932120 -0.714903  -0.33
H: 2.355233 2.554052 -0.369856  0.42

Forces on atoms 1 to 6 (eV/Å):
-0.2 -0.4 0.5
0.0 0.0 0.1
0.0 -0.1 0.0
0.0 0.1 0.0
0.0 0.1 -0.1
0.0 0.1 0.0

The total charge is -2. The LUMO energy is 3.78 eV. As for the electronic energy: -2656.8817 hartree. As for the molecular weight: 1026.1 g/mol.